[1]
{"formula": "C47H74N4O25", "method": "ωB97M-V/def2-TZVPD", "fmax_ev_per_a": 5.34, "homo_lumo_gap_ev": 6.4, "elements": ["C", "C", "C", "O", "C", "N", "H", "H", "H", "H", "H", "H", "H", "H", "H", "H", "H", "H", "C", "C", "O", "H", "H", "H", "H", "H", "C", "O", "C", "C", "O", "C", "H", "H", "H", "H", "H", "H", "H", "H", "H", "H", "C", "O", "C", "C", "O", "C", "H", "H", "H", "H", "H", "H", "H", "H", "H", "H", "C", "O", "N", "C", "C", "H", "H", "H", "H", "H", "H", "H", "C", "O", "N", "C", "C", "H", "H", "H", "H", "H", "H", "H", "C", "O", "N", "C", "C", "H", "H", "H", "H", "H", "H", "H", "C", "C", "C", "O", "C", "C", "C", "O", "O", "O", "H", "H", "H", "H", "C", "C", "C", "O", "C", "C", "C", "O", "O", "O", "H", "H", "H", "H", "C", "C", "C", "O", "C", "C", "C", "O", "O", "O", "H", "H", "H", "H", "C", "C", "C", "O", "C", "C", "C", "O", "O", "O", "H", "H", "H", "H"], "coordinates": [[0.960, -0.321, -4.515], [1.176, 1.226, -4.435], [0.192, 2.076, -5.260], [-1.173, 1.968, -4.741], [-2.084, 2.596, -5.598], [1.207, 1.686, -2.956], [1.719, 2.556, -2.929], [0.254, 1.817, -2.649], [1.578, 1.050, -2.265], [-0.082, -0.456, -4.225], [1.611, -0.872, -3.835], [1.216, -0.821, -5.449], [2.170, 1.622, -4.641], [0.111, 1.727, -6.289], [0.481, 3.107, -5.466], [-3.048, 2.199, -5.281], [-2.002, 2.335, -6.653], [-2.159, 3.676, -5.469], [0.203, 0.543, 0.356], [1.324, -0.415, -0.080], [1.128, -1.036, -1.307], [0.085, 1.378, -0.335], [0.393, 1.077, 1.286], [-0.750, 0.020, 0.432], [1.531, -1.096, 0.745], [2.233, 0.186, -0.103], [1.904, 5.644, -1.642], [2.131, 4.276, -1.362], [3.506, 3.982, -0.999], [3.836, 2.551, -0.882], [3.977, 1.889, -2.174], [4.546, 0.550, -2.068], [2.337, 6.282, -0.872], [0.848, 5.911, -1.601], [2.351, 6.018, -2.564], [3.688, 4.535, -0.077], [4.211, 4.530, -1.625], [3.221, 2.057, -0.130], [4.804, 2.423, -0.397], [3.993, -0.171, -2.671], [4.286, 0.261, -1.050], [5.612, 0.351, -2.185], [1.204, 0.267, 3.913], [1.313, -0.014, 5.325], [1.589, -1.437, 5.456], [1.461, -1.716, 7.001], [0.096, -1.702, 7.438], [-0.472, -0.394, 7.660], [0.873, 1.300, 3.814], [0.355, -0.350, 3.618], [2.025, -0.116, 3.307], [2.623, -1.596, 5.149], [0.953, -2.057, 4.824], [2.017, -1.054, 7.665], [1.872, -2.724, 7.054], [-1.479, -0.577, 8.035], [-0.572, 0.198, 6.751], [-0.025, 0.176, 8.475], [-2.566, 5.093, -2.622], [-1.654, 5.000, -3.460], [-2.477, 4.778, -1.274], [-3.698, 4.862, -0.477], [-1.315, 4.153, -0.691], [-3.556, 5.513, -2.861], [-3.855, 3.831, -0.159], [-4.533, 5.223, -1.077], [-3.718, 5.318, 0.512], [-0.947, 4.877, 0.035], [-1.496, 3.178, -0.238], [-0.546, 3.948, -1.436], [-3.048, 1.726, 2.359], [-3.364, 2.854, 2.678], [-2.562, 0.792, 3.116], [-2.234, -0.583, 2.571], [-2.293, 0.918, 4.549], [-3.190, 1.436, 1.307], [-2.574, -1.312, 3.307], [-1.173, -0.773, 2.405], [-2.838, -0.896, 1.720], [-2.640, 0.004, 5.031], [-1.244, 0.910, 4.844], [-2.700, 1.816, 5.014], [-3.223, 0.361, -1.705], [-3.626, 0.230, -0.523], [-3.991, -0.037, -2.777], [-3.310, -0.377, -4.103], [-5.418, -0.332, -2.605], [-2.203, 0.587, -2.051], [-3.731, 0.255, -4.884], [-3.568, -1.358, -4.503], [-2.239, -0.187, -4.038], [-5.571, -1.378, -2.872], [-5.799, -0.127, -1.605], [-5.991, 0.268, -3.311], [1.507, -4.480, -2.081], [2.793, -4.145, -2.305], [3.751, -4.968, -3.072], [4.878, -4.628, -3.445], [3.139, -6.213, -3.606], [1.832, -6.654, -3.257], [0.891, -5.767, -2.461], [-0.290, -6.066, -2.229], [1.385, -7.859, -3.785], [3.174, -2.859, -1.952], [0.827, -3.811, -1.576], [3.813, -6.851, -4.159], [0.658, -8.255, -3.299], [2.384, -2.322, -1.852], [1.891, -3.714, 2.075], [0.579, -4.015, 1.862], [0.057, -5.318, 1.327], [-1.130, -5.647, 1.114], [1.163, -6.281, 1.195], [2.437, -6.044, 1.414], [2.890, -4.674, 1.802], [4.097, -4.488, 2.006], [3.389, -6.950, 1.292], [-0.464, -3.120, 2.058], [2.325, -2.772, 2.377], [0.761, -7.253, 0.947], [4.211, -6.533, 1.556], [-1.323, -3.539, 1.973], [-3.945, -4.367, -2.223], [-4.193, -4.270, -0.876], [-3.292, -3.506, 0.017], [-3.357, -3.504, 1.260], [-2.178, -2.881, -0.633], [-1.978, -2.900, -1.957], [-2.829, -3.710, -2.888], [-2.633, -3.831, -4.162], [-0.984, -2.156, -2.538], [-5.380, -4.688, -0.304], [-4.716, -4.883, -2.776], [-1.503, -2.309, -0.014], [-0.379, -1.748, -1.914], [-5.533, -4.197, 0.507], [1.905, 5.284, 4.973], [0.860, 5.739, 4.307], [0.521, 5.246, 2.973], [-0.426, 5.674, 2.295], [1.393, 4.180, 2.493], [2.387, 3.753, 3.229], [2.842, 4.399, 4.489], [3.989, 4.271, 4.946], [3.073, 2.617, 2.923], [-0.033, 6.621, 4.875], [2.227, 5.683, 5.924], [1.087, 3.697, 1.576], [3.837, 2.574, 3.504], [-0.843, 6.743, 4.374]], "atomic_forces_ev_per_a": [[0.3176, 0.9906, 0.4653], [0.9145, -0.1765, 0.3490], [-1.5918, -0.5050, 0.0133], [2.3229, 0.1082, -0.1447], [-1.6028, 0.0129, 0.3610], [-1.6537, 0.0317, -1.0811], [0.0706, 0.5239, 0.5378], [-0.5594, 0.4471, 0.1582], [0.6187, -1.1944, 0.0169], [0.1282, -0.5793, -0.1706], [-0.2101, 0.4046, 0.5836], [-0.4729, 0.7505, -0.4903], [0.2268, -0.8232, -1.0850], [0.5124, -0.8085, -0.0715], [0.1346, 0.4239, 1.0011], [-0.1535, 0.1241, -0.0681], [0.5263, -0.1263, -0.1165], [0.5131, 0.1004, 0.0105], [-0.0636, -0.0313, -0.2550], [-0.0304, 0.3741, -0.2538], [-0.4089, 0.1323, -0.1241], [-0.1015, -0.0425, -0.5375], [0.1870, -0.3622, 0.4316], [-0.0711, 0.1066, -0.0645], [-0.2204, -0.5518, 0.2794], [0.5467, 0.3470, -0.0383], [0.2749, 0.8110, 0.6667], [0.4043, -0.7938, -0.5210], [-0.4411, 2.1724, -0.0939], [1.2886, -1.2311, -0.1798], [-0.0445, -0.0243, 0.1056], [-1.5095, -0.1842, 1.5418], [0.2995, -0.0738, 0.4182], [-0.0840, -0.6336, -0.3375], [-0.0422, -0.4573, -0.3809], [-0.0822, -0.5247, 0.7548], [-0.0893, -0.3175, -0.9054], [-0.8788, -0.4227, -0.5566], [0.3896, 0.6450, 0.0503], [-0.0419, 0.3575, -0.4130], [0.2827, -0.5105, 0.1294], [0.1517, 1.0242, -0.3492], [-1.5873, -0.8380, 1.1757], [0.6297, -0.8949, -1.4719], [0.4155, 2.1079, 2.3942], [-0.9547, -0.3535, -1.6311], [0.3396, 0.4673, -0.0771], [-0.6624, -0.8049, 0.1168], [0.6789, 0.0221, -0.3100], [-0.2079, 0.0713, -0.5573], [0.5230, 0.6893, 0.1319], [0.2601, -0.1906, -0.0508], [-0.4480, 0.0052, 0.2394], [0.4246, 0.2218, -0.5143], [-0.3501, -0.2326, 0.7554], [-0.1097, -0.2531, -0.1578], [0.3848, -0.0558, 0.1190], [0.7352, -0.0189, -0.1625], [1.6310, -0.1677, 0.6771], [-1.2805, -0.0881, 1.3107], [-0.7424, 0.7418, -1.9552], [-0.0975, -1.6367, 0.3359], [0.4705, 0.4128, -0.0811], [0.0881, -0.0811, -0.1384], [-0.7454, -0.2970, -0.1955], [0.1443, -0.0651, 0.0612], [0.8743, 0.9158, -0.3052], [0.4005, -0.4917, 0.3051], [-0.5814, 0.1086, 0.3340], [-0.1163, 0.4714, -0.2338], [-0.9656, 1.2861, -2.3991], [-0.0609, 1.1151, 0.8530], [1.9303, -3.5408, 1.4497], [-0.9136, 0.3762, 0.8124], [0.0871, -0.1555, 0.2863], [0.1353, -0.4513, 0.0962], [0.1818, 0.0784, 0.3954], [-0.1896, 0.3624, -0.0746], [0.1922, 0.8014, -0.3791], [-0.5510, 0.1768, 0.1431], [0.3910, 0.1876, -0.6962], [-0.4194, -0.1464, -0.4138], [-1.8453, -2.4361, 0.7632], [1.1895, 1.1656, -2.2629], [1.2260, 0.1436, -0.2669], [-1.5090, 1.1144, 0.7074], [0.4413, -0.1896, -0.6829], [0.0588, 0.3238, 0.5603], [0.0819, 0.4615, 0.0884], [0.3296, -0.4398, 0.8417], [-0.2760, -0.2758, 0.1033], [-0.2196, -0.1302, 0.1873], [0.5219, -0.0599, -0.0278], [-0.0285, 0.0681, -0.0950], [-0.4357, -1.2070, 0.1188], [-0.7275, 3.1942, 1.1180], [0.7597, -0.5798, -1.9850], [-1.7427, -0.2264, 1.2140], [-2.8544, -1.2050, 1.6322], [2.4264, -0.4140, -1.5404], [-0.6594, -0.0239, -0.1533], [2.2087, 0.2426, -0.4044], [1.0944, 1.4615, 0.4222], [1.3581, -2.5176, -1.0260], [0.1275, 0.2900, 0.0497], [-0.1707, -0.1020, -0.1535], [-0.4174, 0.4869, 0.3314], [-1.2338, 1.1175, 0.7702], [-1.6318, 0.6832, -0.3991], [-2.5592, 2.3072, 0.1360], [0.1553, -2.0804, -0.0188], [2.8524, 1.8118, 0.7165], [-2.6035, -1.1317, -0.6325], [0.6886, 0.6564, -0.1904], [1.9051, -0.9632, 0.6755], [-1.2563, -0.2676, -0.4594], [-0.1956, -0.6967, -0.1186], [2.7907, -0.0524, 0.3830], [-0.6619, 0.3213, 0.1821], [0.4408, -0.3432, -0.1545], [0.6469, 0.3869, 0.1170], [-0.6444, -0.6606, -0.3184], [-1.1517, -0.3668, 1.8457], [-1.6767, 0.5568, -0.6282], [1.6107, -0.5219, 1.5976], [-0.8953, -0.0458, -1.6129], [0.1686, 0.5175, -0.1565], [1.9358, 1.5643, -1.0737], [0.4437, -0.9511, -4.1319], [-0.6112, 0.8429, 5.2324], [-2.4979, -2.0284, -1.0407], [1.2333, -0.1224, -1.4493], [0.2338, -0.0466, -0.4474], [0.0330, 0.0793, 0.0693], [1.4358, 0.8741, 1.3918], [0.3545, 0.0143, 0.4946], [-0.1924, 2.2237, 2.8033], [-2.9713, 1.5812, 1.1090], [-0.8938, -0.1997, -2.3878], [1.3868, -0.3181, 1.6136], [-1.6328, 0.4601, -0.9680], [2.3970, -2.6928, 0.3630], [2.5014, -0.4891, -1.2571], [-1.8089, -0.6181, -0.7889], [-0.5465, 0.7960, -0.6614], [1.7902, -0.7382, 0.2254], [-0.5592, 0.3687, 0.2816], [0.1496, -0.0992, -0.1234], [0.4393, 0.0160, 0.4262], [0.0019, -0.2593, -0.7786]]}


[2]
{"formula": "C29H43Cl2F5N3O4SiZn", "method": "ωB97M-V/def2-TZVPD", "fmax_ev_per_a": 2.24, "homo_lumo_gap_ev": 7.1, "charge": -1, "elements": ["C", "C", "H", "H", "H", "C", "C", "H", "H", "H", "H", "Zn", "Cl", "C", "O", "N", "C", "C", "H", "H", "H", "H", "H", "H", "H", "H", "H", "C", "C", "N", "H", "C", "O", "H", "H", "H", "H", "H", "H", "C", "C", "N", "H", "C", "O", "H", "H", "H", "H", "O", "C", "C", "C", "H", "C", "H", "C", "H", "C", "C", "H", "H", "H", "Si", "Cl", "C", "C", "C", "H", "H", "H", "H", "H", "H", "H", "H", "H", "F", "C", "C", "C", "F", "C", "F", "C", "F", "C", "F"], "coordinates": [[3.029, -2.181, -3.684], [2.277, -1.712, -4.892], [3.277, -3.247, -3.764], [2.436, -2.019, -2.768], [3.974, -1.617, -3.582], [2.248, -2.358, -6.070], [3.081, -3.559, -6.381], [1.618, -1.990, -6.881], [3.112, -4.280, -5.554], [4.118, -3.297, -6.642], [2.647, -4.057, -7.254], [-0.203, -0.338, 3.225], [1.140, -1.103, 1.470], [-0.604, 1.915, 1.612], [-1.280, 1.028, 2.187], [-1.148, 2.787, 0.760], [-2.541, 2.636, 0.375], [-0.376, 3.883, 0.189], [0.488, 1.981, 1.761], [-3.026, 1.969, 1.092], [-2.615, 2.204, -0.636], [-3.020, 3.620, 0.371], [0.600, 3.893, 0.689], [-0.890, 4.838, 0.365], [-0.229, 3.754, -0.894], [-4.003, 1.862, 6.724], [-2.187, 1.940, 8.648], [-3.776, 0.786, 6.732], [-1.972, 0.886, 8.417], [-2.384, 0.557, 7.066], [-3.996, 0.347, 5.755], [-1.500, 0.212, 6.104], [-1.791, 0.186, 4.896], [-0.898, 0.697, 8.515], [-0.498, -0.079, 6.479], [-4.400, 0.329, 7.507], [-2.520, 0.271, 9.143], [0.684, -4.868, 2.359], [-0.298, -3.344, 0.409], [-0.331, -4.926, 2.781], [-1.241, -3.744, 0.813], [-1.172, -3.874, 2.252], [-0.287, -4.820, 3.869], [-1.643, -2.891, 3.041], [-1.971, -1.754, 2.654], [-2.065, -3.073, 0.554], [-1.702, -3.160, 4.111], [-0.755, -5.904, 2.513], [-1.415, -4.742, 0.393], [0.252, -0.822, -4.020], [1.460, -0.444, -4.667], [0.161, 0.198, -6.809], [1.251, 0.370, -5.950], [-0.633, -0.511, -6.543], [0.104, 0.919, -8.012], [2.052, 0.173, -3.972], [2.285, 1.256, -6.306], [-0.753, 0.797, -8.674], [1.150, 1.780, -8.372], [2.246, 1.943, -7.517], [3.131, 1.351, -5.617], [1.117, 2.324, -9.316], [3.076, 2.602, -7.791], [-0.811, -0.059, -2.976], [0.547, -2.020, 4.647], [-2.521, -0.652, -3.455], [-0.688, 1.786, -3.280], [-0.328, -0.608, -1.273], [-2.659, -0.579, -4.545], [-3.305, -0.050, -2.970], [-2.666, -1.704, -3.166], [-0.343, -1.706, -1.199], [-0.990, -0.231, -0.481], [0.689, -0.303, -0.993], [-0.809, 2.000, -4.355], [0.286, 2.193, -2.968], [-1.478, 2.333, -2.743], [2.899, -0.358, 4.224], [2.335, 0.801, 4.583], [1.026, 1.114, 4.260], [0.570, 2.342, 4.702], [-0.694, 2.760, 4.469], [1.377, 3.241, 5.433], [0.871, 4.427, 5.826], [2.693, 2.914, 5.728], [3.499, 3.782, 6.377], [3.170, 1.675, 5.313], [4.440, 1.323, 5.582]], "atomic_forces_ev_per_a": [[0.2326, -0.0718, 0.1219], [-0.5357, -0.1429, -0.8781], [-0.0113, 0.3206, 0.1599], [0.2057, -0.0505, -0.3214], [-0.2828, -0.1990, 0.0688], [0.2809, 0.5975, 0.8619], [-0.1255, -0.4842, -0.3205], [0.2362, 0.1298, 0.1997], [0.0345, 0.1429, -0.2088], [-0.2511, -0.0014, 0.1176], [0.1998, -0.1320, 0.1394], [0.7206, -0.1371, 0.7974], [0.2054, 0.0365, -0.2927], [-0.7106, -1.5235, 0.8309], [0.5821, 1.6405, -1.4155], [-0.0386, 0.2988, -0.2336], [0.0182, 0.0476, -0.0733], [0.0611, -0.3463, 0.0661], [-0.3342, 0.1282, 0.0649], [0.0666, 0.1700, -0.1822], [0.0001, 0.0871, 0.2450], [-0.0191, -0.1452, 0.0408], [-0.1912, 0.1341, -0.2089], [0.1452, -0.2122, 0.0169], [-0.0598, 0.0153, 0.2749], [0.0149, -0.1464, -0.1495], [0.1553, -0.1764, -0.1161], [0.0347, 0.1837, 0.1134], [0.0171, -0.2236, -0.1315], [-0.1855, 0.0645, 0.1530], [0.1051, 0.1431, 0.1936], [-0.0836, -0.1293, -1.7781], [0.0766, -0.1241, 1.9484], [-0.2431, 0.0955, 0.0553], [-0.2496, 0.2154, -0.2415], [-0.0008, -0.0460, -0.1081], [0.1351, 0.0455, -0.0719], [-0.2545, 0.1987, 0.2201], [-0.2478, 0.0085, 0.0985], [-0.3023, -0.2021, 0.0969], [0.3482, 0.0687, -0.1508], [-0.2953, 0.2153, -0.1770], [0.1577, -0.0552, -0.2240], [0.0948, 0.9477, 0.2723], [-0.1913, -1.3446, -0.0534], [0.2216, -0.0831, 0.0190], [0.0575, 0.0189, -0.4241], [0.0883, 0.0500, 0.0934], [-0.0564, 0.1261, -0.0123], [-0.0292, -0.0644, -0.5823], [-0.4783, 0.0374, 0.1813], [0.1260, 0.2031, -0.0293], [0.3341, -0.0317, 0.1103], [0.3139, 0.3394, -0.0402], [0.3738, 0.0590, 0.2282], [-0.0701, 0.1007, -0.1371], [-0.3857, -0.3348, -0.0614], [0.2106, 0.0178, 0.1282], [-0.1392, -0.2002, 0.2246], [-0.0387, -0.0354, 0.0878], [-0.2302, 0.0941, -0.3151], [-0.0408, -0.1446, 0.2299], [-0.3640, -0.2065, 0.0657], [0.5145, -0.2986, -0.0360], [0.0171, -0.7898, 0.9090], [-0.1460, -0.0739, -0.1388], [-0.0532, 0.3306, -0.0748], [-0.1990, 0.2011, -0.0921], [-0.0086, 0.0120, 0.2611], [0.2046, -0.1838, -0.0979], [0.0341, 0.2831, -0.0597], [-0.0319, 0.3112, -0.0724], [0.1313, -0.1043, -0.0793], [-0.2651, -0.0301, -0.0957], [0.0261, -0.0599, 0.2968], [-0.2234, -0.1009, -0.0436], [0.2351, -0.1113, -0.1064], [0.1320, 0.2052, -0.0903], [0.3664, 1.0998, 0.6960], [-0.2851, 0.1997, -0.2915], [1.7222, 0.0546, 0.7403], [-0.2653, 0.1895, -0.1433], [-0.5395, -0.5307, -0.4915], [0.0886, 0.2522, 0.1445], [-0.2191, -0.3331, -0.2758], [-0.1914, -0.1531, -0.0338], [-0.5792, -0.4922, -0.5297], [0.1267, 0.1351, 0.1178]]}


- What is the formula in the first record?
  C47H74N4O25